[1]
{
  "formula": "C18H16N2O2S",
  "method": "the ωB97M-V functional and the def2-TZVPD basis",
  "homo_energy_ha": -0.2991,
  "charge": 0,
  "e_lumo_ev": 0.53,
  "spin_multiplicity": 1,
  "largest_force_ev_per_a": 1.242,
  "homo_lumo_gap_ev": 8.670,
  "smiles": "CC(=O)Nc1ccc(SCc2ncc(-c3ccccc3)o2)cc1",
  "e_above_lowest_kj_mol": 36.59,
  "energy_ha": -1353.73170,
  "elements": ["C", "C", "O", "N", "C", "C", "C", "C", "S", "C", "C", "N", "C", "C", "C", "C", "C", "C", "C", "C", "O", "C", "C", "H", "H", "H", "H", "H", "H", "H", "H", "H", "H", "H", "H", "H", "H", "H", "H"],
  "coordinates": [[4.1067, 0.7287, 1.9383], [2.6090, 0.9212, 1.8254], [1.8482, 0.7787, 2.7522], [2.2323, 1.2811, 0.5605], [0.9492, 1.5123, 0.0631], [-0.1690, 1.6198, 0.8867], [-1.4200, 1.7976, 0.3284], [-1.5660, 1.8580, -1.0484], [-3.2070, 1.8396, -1.7540], [-3.3495, -0.0009, -1.9846], [-2.6086, -0.6936, -0.9202], [-3.0334, -0.9990, 0.2678], [-1.9535, -1.5071, 0.9173], [-0.8716, -1.4884, 0.0744], [0.5218, -1.8372, 0.2399], [1.0140, -2.2333, 1.4837], [2.3513, -2.5421, 1.6335], [3.2148, -2.4602, 0.5521], [2.7342, -2.0606, -0.6848], [1.3977, -1.7505, -0.8430], [-1.3069, -0.9789, -1.1104], [-0.4535, 1.8073, -1.8731], [0.7988, 1.6408, -1.3178], [4.6237, 1.6527, 1.6872], [4.3529, 0.4470, 2.9575], [4.4332, -0.0568, 1.2602], [2.9617, 1.3007, -0.1391], [-0.0562, 1.5348, 1.9540], [-2.2937, 1.8547, 0.9593], [-2.9416, -0.2445, -2.9645], [-4.4128, -0.2168, -1.9312], [-2.0308, -1.8415, 1.9301], [0.3481, -2.2872, 2.3293], [2.7251, -2.8447, 2.5998], [4.2588, -2.7115, 0.6724], [3.4044, -1.9950, -1.5304], [1.0176, -1.4392, -1.8044], [-0.5747, 1.8744, -2.9435], [1.6677, 1.5830, -1.9589]]
}

---

[2]
{
  "formula": "C18H16N2O8",
  "method": "the ωB97M-V functional and the def2-TZVPD basis",
  "homo_energy_ha": -0.3059,
  "charge": 0,
  "e_lumo_ev": -0.17,
  "spin_multiplicity": 1,
  "largest_force_ev_per_a": 17.613,
  "homo_lumo_gap_ev": 8.155,
  "e_above_lowest_kj_mol": 1981.13,
  "energy_ha": -1406.20017,
  "elements": ["C", "H", "H", "H", "O", "C", "C", "C", "C", "C", "C", "N", "O", "O", "H", "C", "O", "O", "C", "H", "H", "C", "O", "N", "H", "C", "C", "C", "C", "C", "C", "C", "H", "O", "C", "H", "O", "H", "H", "H", "H", "H", "H", "H"],
  "coordinates": [[-4.4342, -1.7847, 1.7724], [-3.8323, -1.5133, 2.6165], [-5.3696, -1.3880, 1.7026], [-4.3738, -2.9008, 1.5252], [-3.9204, -1.2756, 0.4272], [-2.7193, -1.3499, 0.2996], [-1.8610, -2.2106, 1.1182], [-0.4749, -2.1818, 0.4493], [-0.0284, -1.4955, -0.6418], [-0.8020, -0.7463, -1.2653], [-2.2215, -0.3550, -0.8486], [-3.0876, 0.4626, -1.7209], [-2.3932, 0.8718, -2.5545], [-4.1502, 0.4900, -1.3649], [-0.4915, -0.1731, -2.2454], [1.3685, -1.6123, -0.8429], [1.8941, -1.2324, -1.9319], [2.1718, -2.2818, -0.0094], [3.7297, -2.0739, -0.3446], [3.8429, -2.2485, -1.2224], [3.9858, -3.0035, 0.2225], [3.9878, -0.7309, 0.4315], [4.5471, -0.5955, 1.4501], [3.8599, 0.2404, -0.4168], [3.4491, 0.1553, -1.7069], [3.8467, 1.5819, -0.1345], [2.2947, 1.6188, 0.0526], [1.5612, 2.4661, -1.0232], [0.0591, 2.3826, -0.7960], [-0.4115, 1.9697, 0.3364], [0.3205, 1.6077, 1.2710], [1.6418, 1.3511, 1.1126], [2.2824, 1.0041, 2.0696], [-0.5519, 1.0213, 2.3285], [-1.8444, 1.5216, 1.9623], [-2.4944, 0.9750, 2.1195], [-1.7474, 1.9944, 0.4369], [-2.1214, 2.4607, 2.8552], [-0.4741, 2.8338, -1.7082], [1.9000, 2.7409, -1.8061], [4.3807, 1.5709, 0.9814], [4.0549, 2.3102, -0.6242], [0.1194, -2.8701, 1.1693], [-2.1641, -2.7682, 1.8434]]
}

---

[3]
{
  "formula": "C18H16N3O7PPb",
  "method": "the ωB97M-V functional and the def2-TZVPD basis",
  "homo_energy_ha": -0.0816,
  "charge": -2,
  "e_lumo_ev": 4.41,
  "spin_multiplicity": 1,
  "largest_force_ev_per_a": 0.946,
  "homo_lumo_gap_ev": 6.627,
  "e_above_lowest_kj_mol": 44.20,
  "energy_ha": -1920.78478,
  "elements": ["Pb", "C", "C", "O", "C", "C", "C", "C", "C", "C", "O", "H", "H", "H", "H", "H", "H", "H", "O", "C", "C", "O", "C", "C", "O", "C", "O", "O", "C", "P", "C", "C", "H", "H", "H", "H", "H", "H", "H", "H", "H", "N", "C", "N", "C", "N"],
  "coordinates": [[-1.1351, 0.8516, -0.1600], [0.5497, 0.6990, 4.8331], [0.7239, 0.6775, 3.3121], [-0.2908, 0.8351, 2.6467], [2.0601, 0.4930, 2.7492], [3.1766, 0.4777, 3.6195], [4.4734, 0.3876, 3.1828], [4.7052, 0.3174, 1.7907], [3.6633, 0.3095, 0.9108], [2.2783, 0.3600, 1.3255], [1.3806, 0.2532, 0.4383], [-0.5118, 0.8160, 5.0352], [1.0917, 1.5361, 5.2799], [0.9084, -0.2255, 5.2925], [3.0075, 0.5515, 4.6865], [5.2966, 0.3855, 3.8873], [5.7231, 0.2720, 1.4196], [3.8261, 0.2541, -0.1598], [-0.3004, 5.0159, -4.9753], [-0.4676, 4.2305, -4.0773], [-0.7526, 4.5704, -2.6310], [-0.8637, 5.6878, -2.1704], [-0.8495, 3.2884, -1.9289], [-0.6471, 2.2154, -2.8287], [-0.6658, 0.9917, -2.4653], [-0.4226, 2.7227, -4.1860], [-0.2294, 2.0867, -5.2011], [-1.0746, 3.1221, -0.6799], [-1.0088, -4.8873, -0.3650], [-0.8471, -3.0471, -0.3179], [-1.3424, -2.6636, -2.0515], [0.9776, -2.9195, -0.5087], [-0.4751, -5.3098, -1.2224], [-2.0639, -5.1689, -0.4228], [-0.5960, -5.3065, 0.5566], [-0.9414, -3.3990, -2.7547], [-0.9632, -1.6729, -2.3228], [-2.4296, -2.6338, -2.1355], [1.3315, -3.5239, -1.3507], [1.4666, -3.2507, 0.4094], [1.2502, -1.8725, -0.6590], [-3.5689, 0.5011, -0.4587], [-4.7252, 0.4224, -0.6487], [-5.9862, 0.2699, -0.7424], [-6.9203, 0.5388, -1.6136], [-7.8113, 0.7405, -2.3378]]
}

---

[4]
{
  "formula": "C18H16NO5STa",
  "method": "the ωB97M-V functional and the def2-TZVPD basis",
  "homo_energy_ha": [-0.5774, -0.5774],
  "charge": 2,
  "e_lumo_ev": [-8.77, -8.77],
  "spin_multiplicity": 1,
  "largest_force_ev_per_a": 1.119,
  "homo_lumo_gap_ev": [6.944, 6.945],
  "e_above_lowest_kj_mol": 30.04,
  "energy_ha": -1581.21815,
  "elements": ["Ta", "O", "C", "O", "C", "C", "C", "C", "C", "O", "C", "C", "O", "O", "H", "H", "H", "H", "H", "H", "H", "H", "C", "C", "C", "C", "C", "C", "C", "C", "C", "S", "C", "N", "H", "H", "H", "H", "H", "H", "H", "H"],
  "coordinates": [[0.5790, 1.1870, 0.7713], [-2.1110, 3.9357, 1.2796], [-1.7944, 2.9836, 0.6917], [-0.9472, 1.9757, 1.4005], [-2.1919, 2.4665, -0.6761], [-2.6190, 0.9845, -0.5137], [-3.5327, 0.5590, -1.6507], [-2.5474, 0.5346, -2.8396], [-1.2165, 0.8438, -2.1643], [-1.3626, 0.3095, -0.8039], [-1.0752, 2.3338, -1.7996], [0.2728, 2.4977, -1.1396], [0.5051, 3.3367, -0.2771], [1.0681, 1.4161, -1.1002], [-3.0001, 3.1107, -1.0168], [-2.9598, 0.7246, 0.4843], [-4.3643, 1.2479, -1.7819], [-3.9438, -0.4283, -1.4507], [-2.7792, 1.2730, -3.6055], [-2.5138, -0.4399, -3.3198], [-0.3418, 0.4125, -2.6359], [-1.2288, 3.0486, -2.6066], [-1.4393, -1.5935, 1.5856], [0.0081, -1.8602, 1.3605], [0.4714, -3.1692, 1.1907], [1.8021, -3.4120, 0.9635], [2.7348, -2.3509, 0.9724], [4.1250, -2.5310, 0.8340], [4.9752, -1.4570, 0.9351], [4.4812, -0.1783, 1.2142], [3.1222, 0.0330, 1.3744], [2.5222, 1.6031, 1.9831], [2.2357, -1.0550, 1.2066], [0.8679, -0.8254, 1.3093], [-1.8053, -2.2600, 2.3673], [-2.0090, -1.8093, 0.6801], [-1.6231, -0.5663, 1.9022], [-0.2430, -3.9793, 1.2279], [2.1535, -4.4239, 0.8020], [4.5126, -3.5274, 0.6662], [6.0424, -1.5972, 0.8353], [5.1699, 0.6463, 1.3446]]
}

---

[5]
{
  "formula": "C18H16O4",
  "method": "the ωB97M-V functional and the def2-TZVPD basis",
  "homo_energy_ha": -0.3068,
  "charge": 0,
  "e_lumo_ev": 0.83,
  "spin_multiplicity": 1,
  "largest_force_ev_per_a": 1.154,
  "homo_lumo_gap_ev": 9.181,
  "smiles": "CCOC(=O)c1c(-c2ccccc2)oc2ccc(OC)cc12",
  "e_above_lowest_kj_mol": 90.31,
  "energy_ha": -996.47882,
  "elements": ["C", "C", "O", "C", "O", "C", "C", "C", "C", "C", "C", "C", "C", "O", "C", "C", "C", "C", "O", "C", "C", "C", "H", "H", "H", "H", "H", "H", "H", "H", "H", "H", "H", "H", "H", "H", "H", "H"],
  "coordinates": [[1.2910, 4.3950, 0.0726], [-0.0189, 3.6385, -0.0446], [0.2683, 2.2420, -0.0331], [-0.7902, 1.4202, -0.0294], [-1.9351, 1.8108, -0.0369], [-0.3927, 0.0147, -0.0139], [-1.2717, -1.0410, -0.0021], [-2.7411, -1.0225, -0.0006], [-3.4364, -0.9888, 1.2019], [-4.8189, -0.9590, 1.1999], [-5.5132, -0.9640, 0.0022], [-4.8222, -0.9997, -1.1968], [-3.4397, -1.0300, -1.2017], [-0.6328, -2.2272, 0.0098], [0.7018, -1.9584, 0.0058], [1.7454, -2.8637, 0.0142], [3.0327, -2.3591, 0.0073], [3.2735, -0.9788, -0.0078], [4.5186, -0.4223, -0.0158], [5.6434, -1.2666, -0.0111], [2.2180, -0.0733, -0.0156], [0.9233, -0.5673, -0.0089], [1.0983, 5.4639, 0.0650], [1.9430, 4.1449, -0.7601], [1.7937, 4.1304, 0.9991], [-0.5405, 3.8853, -0.9768], [-0.6923, 3.8694, 0.7889], [-2.8907, -0.9795, 2.1337], [-5.3557, -0.9288, 2.1366], [-6.5929, -0.9369, 0.0032], [-5.3615, -1.0007, -2.1326], [-2.8966, -1.0519, -2.1348], [1.5621, -3.9258, 0.0260], [3.8558, -3.0551, 0.0138], [6.5068, -0.6031, -0.0210], [5.6783, -1.8888, 0.8891], [5.6718, -1.9072, -0.8986], [2.4170, 0.9843, -0.0268]]
}

---

[6]
{
  "formula": "C18H16OSi",
  "method": "the ωB97M-V functional and the def2-TZVPD basis",
  "homo_energy_ha": -0.3350,
  "charge": 0,
  "e_lumo_ev": 0.66,
  "spin_multiplicity": 1,
  "largest_force_ev_per_a": 1.932,
  "homo_lumo_gap_ev": 9.778,
  "smiles": "O[Si](c1ccccc1)(c1ccccc1)c1ccccc1",
  "e_above_lowest_kj_mol": 0.00,
  "energy_ha": -1060.30486,
  "elements": ["O", "Si", "C", "C", "C", "C", "C", "C", "C", "C", "C", "C", "C", "C", "C", "C", "C", "C", "C", "C", "H", "H", "H", "H", "H", "H", "H", "H", "H", "H", "H", "H", "H", "H", "H", "H"],
  "coordinates": [[1.6588, 0.3894, 1.9296], [0.4968, 0.1236, 0.7467], [-0.8843, -0.9560, 1.3551], [-2.2236, -0.5971, 1.4430], [-3.1527, -1.5981, 1.7383], [-2.7345, -2.8611, 2.0867], [-1.4009, -3.1788, 2.0705], [-0.4817, -2.2634, 1.5863], [-0.1558, 1.7534, 0.2167], [0.4031, 2.8898, 0.8012], [0.0694, 4.1374, 0.3313], [-0.7453, 4.2673, -0.7816], [-1.2534, 3.1339, -1.3881], [-1.0178, 1.8542, -0.8502], [1.3184, -0.6127, -0.7143], [0.6514, -1.2614, -1.7227], [1.3564, -1.7902, -2.7808], [2.7221, -1.6649, -2.8496], [3.3821, -1.0189, -1.8473], [2.6707, -0.4894, -0.7791], [1.4119, 0.5025, 2.8761], [-2.5835, 0.3791, 1.2844], [-4.1732, -1.3345, 1.8007], [-3.4023, -3.6112, 2.4455], [-1.0937, -4.1557, 2.3803], [0.5678, -2.5020, 1.5125], [1.1406, 2.8099, 1.6054], [0.4875, 5.0189, 0.7983], [-0.9960, 5.2310, -1.1751], [-1.8844, 3.2193, -2.2366], [-1.5063, 0.9681, -1.2076], [-0.4151, -1.4261, -1.6428], [0.8636, -2.2910, -3.5939], [3.2708, -2.0617, -3.6789], [4.4558, -0.9407, -1.8270], [3.1773, -0.0627, 0.0670]]
}